96
Properties=species:S:1:pos:R:3:forces:R:3:mulliken_spin:R:1 method="wB97M-V/def2-TZVPD" multiplicity=2 e_homo_ha="-0.22390 / -0.25958" gap_ha="0.1956 / 0.2021" s2=0.892 lumo_ha="-0.0283 / -0.0575"
Pt -0.29609 0.74236 -0.35102 -0.7 0.6 -1.3 0.00
C 5.16669 -2.95547 -4.36426 0.0 0.0 0.0 0.00
C 4.23269 -3.74306 -3.70538 0.0 0.0 0.0 0.00
C 3.21739 -3.15030 -2.96659 0.0 0.0 0.0 0.01
C 3.13487 -1.76379 -2.86031 0.0 0.0 0.1 0.01
C 4.09203 -0.98233 -3.50349 0.0 0.0 0.0 0.02
C 5.09357 -1.57285 -4.25989 0.0 0.0 0.0 0.00
C 2.07466 -1.09799 -2.05194 -0.2 0.0 0.1 0.02
C 0.74405 -1.24401 -2.43861 0.1 0.1 -0.1 0.05
C 0.29130 -2.05977 -3.53018 0.0 0.0 0.0 -0.07
C -1.04831 -1.90134 -3.61629 -0.1 0.0 0.0 0.06
C -1.42856 -0.96491 -2.59331 -0.1 0.0 -0.1 -0.08
N -0.33168 -0.59416 -1.88206 0.1 -0.1 0.1 0.10
C -2.71437 -0.42720 -2.46548 0.0 0.0 0.0 0.10
C -3.06515 0.61779 -1.60357 -0.1 0.0 0.0 -0.11
C -4.36142 1.23611 -1.58154 0.0 -0.1 -0.1 0.09
C -4.30061 2.24934 -0.68794 0.0 0.0 0.1 -0.09
C -2.97587 2.24622 -0.13649 0.0 0.0 -0.2 0.13
C -2.50658 3.16460 0.80066 0.0 -0.1 0.1 0.00
C -3.42775 4.24263 1.25562 -0.1 0.0 -0.1 -0.01
C -4.58807 3.94505 1.96533 0.0 0.0 0.1 0.00
C -5.46920 4.95383 2.32654 0.0 0.0 0.0 0.00
C -5.20226 6.27109 1.97829 0.0 0.0 0.0 0.00
C -4.03351 6.57805 1.29529 0.0 0.0 0.0 0.00
C -3.14860 5.56953 0.94211 0.0 0.0 0.0 0.00
C -1.24928 3.11701 1.37621 0.1 0.2 -0.1 0.03
N -0.25762 2.19469 1.07026 -0.2 -0.1 0.1 -0.01
C 0.68692 2.33920 1.98666 0.3 0.2 0.0 0.14
C 1.78429 1.36454 2.18684 -0.1 -0.6 -0.2 0.01
C 2.92979 1.99751 2.95421 0.0 -0.2 0.3 0.03
C 3.43485 1.46976 4.13256 0.0 0.1 0.0 -0.01
C 4.55220 2.04102 4.73378 0.0 0.0 0.0 0.00
C 5.17673 3.12994 4.15043 0.0 0.0 0.0 0.00
C 4.66516 3.66791 2.97309 0.0 0.0 0.0 0.01
C 3.54434 3.10932 2.38377 0.0 0.1 0.0 0.01
C 2.35303 0.65799 0.99178 0.1 0.2 0.3 0.13
C 3.68695 0.18514 0.88335 0.0 0.1 0.0 -0.01
C 3.77458 -0.45406 -0.32629 -0.1 0.0 0.1 0.07
C 2.48349 -0.39436 -0.92154 0.2 0.1 0.1 0.03
N 1.64854 0.32284 -0.08290 0.0 -0.1 0.0 0.00
C 0.38581 3.39871 2.88255 0.0 0.1 0.0 -0.02
C -0.82490 3.89586 2.49063 0.1 -0.1 0.1 0.06
N -2.24403 1.23630 -0.71214 0.0 0.0 0.1 0.09
C -3.75874 -0.92794 -3.41085 0.1 -0.1 0.1 0.06
C -4.09548 -0.18762 -4.54069 0.0 0.0 0.0 0.03
C -5.03563 -0.66827 -5.44236 0.0 0.0 0.0 0.00
C -5.65114 -1.89318 -5.22053 0.0 0.0 0.0 0.00
C -5.32137 -2.63500 -4.09492 0.0 0.0 0.0 0.00
C -4.37601 -2.15689 -3.19658 0.0 0.0 0.0 0.03
H 5.94718 -3.41542 -4.95678 0.0 0.0 0.0 0.00
H 4.29339 -4.82280 -3.76401 0.0 0.0 0.0 0.00
H 2.48667 -3.77024 -2.45982 0.0 0.0 -0.1 0.00
H 4.03739 0.09564 -3.41322 0.0 0.0 0.0 0.00
H 5.81722 -0.95092 -4.77153 0.0 0.0 0.0 0.00
H 0.92278 -2.67523 -4.14821 0.0 0.0 0.0 0.00
H -1.72722 -2.34965 -4.32272 0.0 0.0 0.0 0.01
H -5.19289 0.94310 -2.20173 0.0 0.0 0.1 0.01
H -5.08239 2.94053 -0.42120 0.0 0.0 0.0 -0.01
H -4.79064 2.91762 2.24314 0.0 0.0 0.0 0.00
H -6.36739 4.71046 2.87969 0.0 0.0 0.0 0.00
H -5.90339 7.05489 2.23503 0.0 0.0 0.0 0.00
H -3.81341 7.60412 1.02989 0.0 0.0 0.0 0.00
H -2.23757 5.80394 0.40442 0.0 0.0 0.0 0.00
H 2.96472 0.60511 4.58517 0.1 0.0 0.0 0.00
H 4.93307 1.62673 5.65853 0.0 0.0 0.0 0.00
H 6.06100 3.55837 4.60468 0.0 0.0 0.0 0.00
H 5.14433 4.52174 2.51120 0.0 0.0 0.0 0.00
H 3.14066 3.53015 1.46998 0.0 0.0 0.0 0.00
H 4.46538 0.32155 1.61727 0.0 0.0 0.0 0.00
H 4.63346 -0.95071 -0.74948 0.0 0.0 0.0 0.00
H 0.98915 3.69880 3.72433 0.0 0.0 -0.1 0.00
H -1.39590 4.68349 2.95424 0.0 0.0 0.0 0.00
H -3.60692 0.76351 -4.71630 0.0 0.0 0.0 0.00
H -5.28261 -0.08807 -6.32271 0.0 0.0 0.0 0.00
H -6.38456 -2.26811 -5.92289 0.0 0.0 0.0 0.00
H -5.79716 -3.59160 -3.91780 0.0 0.0 0.0 0.00
H -4.10970 -2.73732 -2.32093 0.0 0.0 0.0 0.00
C 0.09657 -4.93070 4.48742 -0.1 0.1 -0.1 0.00
C 0.21294 -3.60243 3.77250 0.0 0.0 0.1 0.00
O -0.42095 -3.72434 2.48994 0.0 0.1 -0.2 0.00
P -0.12437 -2.74734 1.22406 0.0 0.1 0.4 0.00
S -0.57579 -0.78708 2.00679 0.5 0.2 1.4 0.02
S 0.90442 0.03873 3.30334 -0.5 -0.7 -0.9 0.07
O 1.49158 -2.62414 1.20400 0.1 0.0 0.2 0.00
C 2.28233 -3.60516 0.50936 0.0 0.0 0.0 0.00
C 2.03260 -5.03242 0.96109 0.0 0.1 0.0 0.00
H 0.65314 -4.90325 5.42487 0.0 0.0 0.0 0.00
H 0.49115 -5.73015 3.85973 0.0 0.0 0.1 0.00
H -0.94822 -5.15367 4.70661 0.0 0.0 0.0 0.00
H 1.25629 -3.31286 3.64407 0.0 0.0 -0.1 0.00
H -0.28732 -2.80974 4.33412 0.0 0.0 -0.1 0.00
H 3.31109 -3.31506 0.71022 0.1 0.1 -0.1 0.00
H 2.10984 -3.50793 -0.56456 -0.1 0.1 0.1 0.00
H 2.29067 -5.16153 2.01327 0.0 0.0 0.0 0.00
H 2.65025 -5.70796 0.36578 0.0 0.0 0.0 0.00
H 0.98743 -5.31251 0.82631 0.0 -0.1 0.0 0.00